(1)
# C5H8N2O2S

A cluster of 2 separate species, C5H8N2O2S in total at a distorted geometry (the ωB97M-V functional and the def2-TZVPD basis, the OMol25 dataset).

Positions of all 18 atoms, in Å:
C 0.202 0.748 -1.121
C 1.349 -0.018 -1.201
C -0.077 0.852 0.254
C 3.022 -0.912 0.483
C -4.251 -1.894 -0.255
N 0.923 0.278 0.975
N 1.725 -0.270 0.065
O -3.864 1.217 -0.890
O -3.813 -0.891 0.586
S -3.626 0.700 0.437
H -0.310 1.286 -1.838
H 1.899 -0.404 -1.938
H 3.611 -0.043 0.320
H 2.921 -1.039 1.548
H 3.202 -1.730 -0.066
H -0.960 1.391 0.693
H -4.736 -1.669 -1.171
H -3.891 -2.777 0.145

Output
Gap between HOMO and LUMO (spin up / spin down) = 7.92 / 8.50 eV
Spin multiplicity = 1
Net charge = 0

Löwdin atomic charge list, values in e, 2 entries: -0.07 -0.08

=====

(2)
# C5H8N2O3

The molecule C5H8N2O3 at a distorted geometry (the ωB97M-V functional and the def2-TZVPD basis, the OMol25 dataset).

Positions of all 18 atoms, in Å:
O 2.947 -0.778 -0.068
N 2.484 -0.160 -0.999
O 3.044 -0.020 -2.077
C 1.022 0.333 -1.029
C 0.707 0.906 0.386
C -0.786 0.990 0.657
C -1.503 -0.239 1.195
C -1.481 -1.452 0.433
N -1.893 -2.170 -0.365
O -2.171 -3.007 -1.152
H 0.344 -0.450 -1.288
H 0.924 1.164 -1.728
H 1.015 1.922 0.670
H 1.311 0.295 1.027
H -1.077 1.999 1.148
H -1.309 1.099 -0.407
H -0.932 -0.437 2.226
H -2.645 0.005 1.372

Output
Gap between HOMO and LUMO = 9.97 eV
Spin multiplicity = 1
Net charge = 0
SMILES = O=[N+]([O-])CCCCC#[N+][O-]

Löwdin atomic charge list, values in e, 2 entries: 0.08 -0.38

=====

(3)
# C5H8N2O6S

The molecule C5H8N2O6S at a distorted geometry (the ωB97M-V functional and the def2-TZVPD basis, the OMol25 dataset).

Positions of all 22 atoms, in Å:
C 1.917 3.258 -0.048
S 0.213 2.700 0.340
O -0.721 3.208 -0.678
O -0.206 2.958 1.733
N 0.266 1.008 0.097
C 0.833 0.211 1.055
O 1.804 0.652 1.653
C 0.286 -1.200 1.420
N -0.145 -2.085 0.307
C -1.259 -1.918 -0.517
O -1.886 -0.875 -0.321
C -1.647 -2.913 -1.559
O -0.916 -3.864 -1.713
O -2.739 -2.723 -2.330
H 2.207 3.004 -1.060
H 2.589 2.825 0.685
H 1.920 4.333 0.060
H -0.582 0.678 -0.401
H 1.031 -1.776 1.958
H -0.543 -1.045 2.090
H 0.296 -2.985 0.181
H -2.717 -3.450 -2.954

Output
Gap between HOMO and LUMO = 9.81 eV
Spin multiplicity = 1
Net charge = 0
SMILES = CS(=O)(=O)NC(=O)CNC(=O)C(=O)O

Löwdin atomic charge list, values in e, 2 entries: -0.11 0.70

=====

(4)
# C5H8N2S

The molecule C5H8N2S at a distorted geometry (the ωB97M-V functional and the def2-TZVPD basis, the OMol25 dataset).

Positions of all 16 atoms, in Å:
C -2.660 0.019 -0.105
C -1.361 -0.827 -0.142
C -0.016 -0.497 0.080
C 0.585 0.929 0.359
N 1.701 1.285 -0.420
N 2.724 0.291 -0.145
C 2.457 -0.967 -0.132
S 1.077 -1.840 -0.005
H -2.637 1.218 -0.380
H -3.572 -0.400 -0.867
H -3.018 -0.277 0.847
H -1.530 -1.865 -0.594
H -0.424 1.486 -0.016
H 0.876 0.943 1.484
H 2.349 2.055 -0.054
H 3.451 -1.553 0.090

Output
Gap between HOMO and LUMO = 8.84 eV
Spin multiplicity = 1
Net charge = 0
SMILES = C/C=C1\CNN=CS1

Löwdin atomic charge list, values in e, 2 entries: -0.13 -0.20

=====

(5)
# C5H8N2S

A cluster of 3 separate species, C5H8N2S in total at a distorted geometry (the ωB97M-V functional and the def2-TZVPD basis, the OMol25 dataset).

Positions of all 16 atoms, in Å:
C 1.045 -1.159 -1.829
C -0.488 -0.167 -0.168
C -1.354 0.637 -1.095
C 0.446 -0.136 2.103
C -0.330 1.133 1.871
H 2.462 -0.878 -1.541
H 0.510 -0.131 -2.882
H 0.865 -2.449 -1.970
H -2.460 0.109 -1.034
H 0.128 -0.957 2.864
H 1.341 -0.213 1.455
H -1.015 1.805 2.576
H 0.378 1.771 1.214
N 0.441 -0.962 -0.516
N -0.827 -0.080 1.211
S -1.141 1.679 -2.260

Output
Gap between HOMO and LUMO = 7.93 eV
Spin multiplicity = 1
Net charge = 0

Löwdin atomic charge list, values in e, 2 entries: -0.19 -0.48

=====

(6)
# C5H8N2S

The molecule C5H8N2S at a distorted geometry (the ωB97M-V functional and the def2-TZVPD basis, the OMol25 dataset).

Positions of all 16 atoms, in Å:
H 2.696 0.715 -1.067
N 2.141 -0.142 -1.066
C 0.994 0.089 -0.609
N 0.497 1.307 -0.134
C -0.803 1.571 0.127
C -1.839 0.855 -0.244
S -1.600 -0.664 -1.096
C 0.051 -1.042 -0.464
C -0.005 -1.566 0.992
H 1.203 2.060 -0.051
H -0.898 2.515 0.646
H -2.833 1.144 0.029
H 0.422 -1.848 -1.101
H -0.606 -2.500 1.090
H 1.011 -1.797 1.355
H -0.431 -0.696 1.593

Output
Gap between HOMO and LUMO = 8.58 eV
Spin multiplicity = 1
Net charge = 0
SMILES = [H]/N=C1\NC=CS[C@@H]1C

Löwdin atomic charge list, values in e, 2 entries: 0.05 0.15

=====

(7)
# C5H8N2S2

A cluster of 2 separate species, C5H8N2S2 in total at a distorted geometry (the ωB97M-V functional and the def2-TZVPD basis, the OMol25 dataset).

Positions of all 17 atoms, in Å:
S 1.756 -1.419 0.494
C 1.478 0.107 -0.417
C 2.726 0.865 -0.795
S 1.616 1.654 0.378
H 1.400 -2.100 -0.587
H 0.502 0.163 -1.068
H 3.723 0.498 -0.610
H 2.644 1.425 -1.781
C -2.420 -0.866 -0.328
C -1.711 -1.043 0.797
N -1.166 0.130 1.213
C -1.550 0.969 0.297
N -2.280 0.532 -0.636
H -3.125 -1.447 -1.015
H -1.401 -1.874 1.460
H -1.004 0.385 2.195
H -1.187 2.021 0.402

Output
Gap between HOMO and LUMO = 9.57 eV
Spin multiplicity = 1
Net charge = 0
SMILES = S[C@@H]1CS1.c1c[nH]cn1

Löwdin atomic charge list, values in e, 2 entries: 0.71 -1.05

=====

(8)
# C5H8N3

The ion C5H8N3 with charge +1 at a distorted geometry (the ωB97M-V functional and the def2-TZVPD basis, the OMol25 dataset).

Positions of all 16 atoms, in Å:
C -1.043 -1.324 0.347
C 0.328 -1.203 0.501
C 0.125 2.011 0.952
C -1.999 -0.283 0.335
C 2.155 -0.110 -0.673
N 0.778 1.021 0.740
N 1.021 -0.018 0.180
N -2.533 0.457 -0.593
H -1.747 -2.086 0.304
H 0.853 -2.125 0.479
H 0.523 2.635 1.814
H 2.592 0.900 -0.670
H 2.804 -0.848 -0.206
H 1.857 -0.417 -1.698
H -3.248 1.079 -0.222
H -2.466 0.313 -1.589

Output
Gap between HOMO and LUMO (spin up / spin down) = 7.37 / 7.37 eV
Spin multiplicity = 1
Net charge = +1

Löwdin atomic charge list, values in e, 2 entries: -0.05 -0.05

=====

(9)
# C5H8N3

The ion C5H8N3 with charge +1 at a distorted geometry (the ωB97M-V functional and the def2-TZVPD basis, the OMol25 dataset).

Positions of all 16 atoms, in Å:
N 0.268 -0.562 1.203
C -0.867 -0.146 1.916
N -1.755 0.679 1.113
N -1.269 1.027 0.053
C -0.227 0.670 -0.574
C 1.025 1.230 -1.121
C 1.218 0.188 -1.966
C -0.111 -0.534 -1.594
H 1.111 -0.626 1.708
H 0.149 -1.491 0.863
H -0.680 0.413 2.890
H -1.537 -0.926 2.353
H 1.622 2.005 -0.879
H 2.069 -0.015 -2.468
H -0.896 -0.392 -2.434
H -0.120 -1.521 -1.064

Output
Gap between HOMO and LUMO = 9.93 eV
Spin multiplicity = 1
Net charge = +1
SMILES = NCN=[N+]=C1C=CC1

Löwdin atomic charge list, values in e, 2 entries: 0.09 -0.23

=====

(10)
# C5H8N4

A structure of composition C5H8N4 at a distorted geometry (the ωB97M-V functional and the def2-TZVPD basis, the OMol25 dataset).

Positions of all 17 atoms, in Å:
C 0.591 1.820 0.101
C 0.052 -0.320 0.112
C -0.490 0.958 0.051
C 1.397 -0.317 -0.048
C -1.637 -1.391 0.124
N 1.775 1.042 0.110
N -1.902 1.052 -0.010
N -2.489 -0.334 -0.199
N 2.404 -1.245 -0.181
H 0.534 2.908 -0.065
H -1.646 -2.205 -0.712
H -1.847 -1.643 1.209
H 2.611 1.300 -0.417
H -2.151 1.603 0.799
H -2.834 -0.478 -1.132
H 3.322 -0.927 -0.388
H 2.308 -1.822 0.645

Output
Gap between HOMO and LUMO = 8.17 eV
Spin multiplicity = 1
Net charge = 0

Löwdin atomic charge list, values in e, 2 entries: -0.09 0.00

=====

How do the records compare in total energy? In the order shown, they have -23220.393, -14430.744, -31414.827, -19125.775, -19122.528, -19129.685, -29963.279, -9771.592, -9773.635, -11270.843 eV.